# 1
C29H26FeI2N7O3S as an isolated structure in a non-equilibrium geometry, computed with ωB97M-V/def2-TZVPD.

The frontier orbital gap (spin up / spin down) comes out at 0.289 / 0.189 hartree. The expectation value of S² is 8.783. The LUMO energy (spin up / spin down) is -5.57 / -8.28 eV. The energy above the lowest of the compared OMol25 structures with the same formula, charge and spin is 71.8 kJ/mol.

Geometry as ORCA input:
```
! wB97M-V def2-TZVPD RIJCOSX def2/J DEFGRID3
* xyz 2 6
Fe 0.36729 0.04072 0.56109
I 5.60137 3.39720 5.17914
C 4.39272 2.66666 3.61677
C 4.96296 2.17420 2.44394
C 4.13713 1.71285 1.44995
I 4.85372 0.91257 -0.35086
C 2.71690 1.72928 1.55046
O 1.99224 1.33493 0.57764
C 2.17264 2.20505 2.78286
C 0.67583 2.24110 2.92634
N 0.03901 0.91443 2.82327
C 0.39689 -0.02696 3.89461
C 1.17685 -1.23415 3.42569
C 1.58753 -2.18827 4.35567
C 2.28294 -3.30311 3.92429
C 2.59358 -3.41007 2.57491
C 2.17596 -2.40460 1.72304
N 1.45395 -1.35831 2.12894
C 3.00371 2.67337 3.77343
H 6.03531 2.14572 2.33070
H 0.28268 2.84851 2.10272
H 0.42451 2.72857 3.87815
H -0.96522 1.07067 2.86172
H -0.51607 -0.39651 4.37629
H 0.99227 0.47998 4.66389
H 1.35781 -2.05931 5.40062
H 2.58477 -4.07133 4.61816
H 3.15114 -4.25121 2.19592
H 2.45023 -2.41302 0.67469
H 2.57655 3.06233 4.68518
O -4.81110 -4.48214 -2.36725
N -5.25171 -3.41329 -2.02797
O -6.40806 -3.08676 -2.08528
C -4.32336 -2.41367 -1.47827
C -4.87602 -1.22042 -1.13288
C -4.10955 -0.19673 -0.52124
C -4.67513 1.04175 -0.17279
C -3.87950 1.98860 0.42597
C -2.54998 1.66254 0.70290
N -2.00082 0.49807 0.41296
C -2.74511 -0.42684 -0.22814
C -2.14292 -1.67249 -0.63277
N -0.82595 -1.84218 -0.39766
C -0.24242 -2.95718 -0.78582
C -0.91591 -3.97817 -1.45582
C -2.25913 -3.83784 -1.70330
C -2.92397 -2.66984 -1.28259
H -5.92883 -1.05222 -1.31111
H -5.71805 1.22756 -0.38303
H -4.26130 2.96264 0.68742
H -1.90228 2.38976 1.17656
H 0.81127 -3.05542 -0.56977
H -0.38442 -4.86102 -1.77087
H -2.79718 -4.61818 -2.21531
C -1.30742 1.92767 -4.84316
N 0.08241 1.74102 -4.54221
C 1.10986 2.02098 -5.53255
C 2.41969 1.78777 -4.75888
N 1.94432 1.51206 -3.41083
C 0.61453 1.46640 -3.35665
S -0.32081 1.09124 -1.99656
H -1.50798 1.57078 -5.85113
H -1.57560 2.98499 -4.78381
H -1.91642 1.37046 -4.13485
H 1.00652 3.04794 -5.89387
H 0.99732 1.34268 -6.38185
H 3.07293 2.66103 -4.76882
H 2.98225 0.93242 -5.14234
H 2.56268 1.33472 -2.63564
*
```

# 2
A 2-piece molecular cluster, C47H60N3O2S2 overall in a non-equilibrium geometry, computed with ωB97M-V/def2-TZVPD.

The frontier orbital gap comes out at 0.125 hartree. The LUMO energy is -5.91 eV. The energy above the lowest of the compared OMol25 structures with the same formula, charge and spin is 40.2 kJ/mol.

Geometry as ORCA input:
```
! wB97M-V def2-TZVPD RIJCOSX def2/J DEFGRID3
* xyz 1 1
C -1.57077 -1.54150 -1.92048
C -2.88203 -1.49569 -1.15184
C -3.97935 -1.82249 -2.17325
C -2.95433 -2.61844 -0.12332
C -3.04566 -0.07011 -0.53593
C -3.70856 0.85554 -1.34226
C -4.28903 1.99884 -0.81693
C -4.13012 2.24480 0.54331
C -3.21141 1.53320 1.31942
C -3.01202 2.10584 2.77247
C -1.56605 2.05236 3.23234
C -3.92643 1.37338 3.76011
C -3.39183 3.59803 2.87855
C -2.58910 0.37297 0.74251
N -1.46360 -0.29045 1.37711
C -1.57348 -1.10076 2.59052
C -0.14426 -1.38264 2.97732
N 0.64591 -0.98259 1.80523
C 2.05920 -1.35031 1.77973
C 2.44388 -2.69848 1.52032
C 1.53557 -3.90973 1.14496
C 2.25813 -4.82126 0.13569
C 0.22506 -3.52261 0.49633
C 1.27859 -4.75527 2.40138
C 3.78780 -3.06319 1.63802
C 4.78720 -2.11071 1.65554
C 4.42912 -0.81011 1.97986
C 3.09335 -0.44279 2.19001
C 2.90111 0.83315 3.06394
C 4.11995 1.76725 3.00837
C 2.78177 0.39653 4.53019
C 1.72601 1.67951 2.61922
C -0.16683 -0.31246 0.89033
C 0.17094 0.43217 -0.23963
C 1.52407 0.57005 -0.73485
C 2.27022 -0.57007 -1.15749
C 3.62721 -0.46974 -1.39231
C 4.25018 0.78418 -1.19730
N 5.58121 0.79961 -0.67876
O 6.00046 1.89325 -0.22674
O 6.22627 -0.26649 -0.60047
C 3.50369 1.97394 -1.07952
C 2.14354 1.85679 -0.84772
H -0.73171 -1.37269 -1.24228
H -1.44332 -2.51442 -2.41763
H -1.54651 -0.74127 -2.67569
H -4.97876 -1.66971 -1.75271
H -3.86602 -1.24793 -3.09729
H -3.88536 -2.88193 -2.45182
H -3.87825 -2.56713 0.46889
H -2.93148 -3.58815 -0.64373
H -2.10454 -2.60644 0.55325
H -3.81131 0.64942 -2.41437
H -4.85178 2.68687 -1.45027
H -4.71756 3.05406 0.98204
H -0.91164 2.54224 2.50403
H -1.47372 2.58440 4.19019
H -1.21828 1.03585 3.40689
H -4.97816 1.53779 3.49068
H -3.75228 0.29295 3.78993
H -3.76729 1.77853 4.76879
H -4.47864 3.75277 2.88581
H -3.00943 3.98644 3.83449
H -2.93838 4.18483 2.07107
H -2.12835 -0.58432 3.38308
H -2.11745 -2.03877 2.39161
H 0.16611 -0.79567 3.86100
H 0.02663 -2.43948 3.22272
H 3.09401 -5.36379 0.59274
H 1.55693 -5.57461 -0.24956
H 2.63185 -4.23687 -0.71489
H -0.38067 -2.93537 1.18221
H 0.38798 -2.95630 -0.42766
H -0.34508 -4.42880 0.23739
H 0.79985 -4.18273 3.20496
H 0.63032 -5.60646 2.14881
H 2.22611 -5.14875 2.79134
H 4.07206 -4.11686 1.66150
H 5.82933 -2.37468 1.46512
H 5.24650 -0.10906 2.16155
H 4.36981 2.04700 1.97780
H 3.89523 2.68709 3.56495
H 4.99996 1.31527 3.48180
H 1.93894 -0.28137 4.69831
H 3.69986 -0.13119 4.82222
H 2.66922 1.27083 5.18577
H 0.79970 1.11003 2.61828
H 1.59915 2.54234 3.29025
H 1.88887 2.04792 1.59905
H -0.63153 0.96052 -0.74630
H 1.78217 -1.54354 -1.23966
H 4.24955 -1.33005 -1.62952
H 4.01404 2.93539 -1.11987
H 1.53753 2.75101 -0.66286
C 1.87324 1.57607 -6.65965
C 1.59898 2.72974 -5.90994
C 0.59837 2.70650 -4.94247
C -0.18947 1.54624 -4.77202
C -1.42748 1.59259 -4.01331
S -2.73741 0.62804 -4.62185
C -3.99563 1.94534 -4.84920
C -3.52510 3.25836 -4.25556
S -1.98394 3.04740 -3.27089
C 0.12659 0.37411 -5.50071
C 1.15454 0.39259 -6.43521
H 2.66464 1.59105 -7.41114
H 2.17187 3.64291 -6.09463
H 0.37972 3.60149 -4.35706
H -4.15361 2.04429 -5.93014
H -4.92456 1.60402 -4.38242
H -3.31865 3.98271 -5.05375
H -4.26315 3.68963 -3.57095
H -0.44862 -0.54277 -5.35188
H 1.39996 -0.50901 -7.00367
*
```

# 3
A 8-piece molecular cluster, C23H56B4F16N4O4 overall in a non-equilibrium geometry, computed with ωB97M-V/def2-TZVPD.

The frontier orbital gap comes out at 0.374 hartree. The LUMO energy is 0.08 eV.

Geometry as ORCA input:
```
! wB97M-V def2-TZVPD RIJCOSX def2/J DEFGRID3
* xyz 0 1
C 14.20820 11.43510 14.08558
O 14.50073 12.46960 13.13340
C 14.28995 13.83558 13.63941
C 14.77578 14.59197 12.37774
N 16.24318 14.29292 12.13743
H 16.74485 14.81819 12.83732
H 16.35165 13.33886 12.32401
C 16.69422 14.47829 10.76919
C 16.87424 15.97130 10.31553
O 15.64542 16.57240 10.17935
C 15.86050 17.97354 10.04165
H 14.60958 10.52470 13.75570
H 13.09258 11.33133 14.07848
H 14.74282 11.61400 15.01256
H 15.04067 14.07531 14.36526
H 13.24291 13.93247 13.96521
H 14.53788 15.70063 12.44628
H 14.16733 14.23137 11.53244
H 15.90750 13.91447 10.18061
H 17.59837 13.90988 10.68734
H 17.37056 15.89875 9.27641
H 17.51280 16.54397 10.91564
H 14.93812 18.43224 9.71594
H 16.61070 18.42834 9.31297
H 16.13650 18.41748 11.03776
C 26.26679 9.15015 13.00145
C 25.75734 8.92874 14.40934
C 24.26874 9.26102 14.43589
C 23.47157 8.10022 13.95049
N 22.12827 8.41367 13.29155
C 21.17334 9.24697 14.14043
C 20.47644 8.21910 15.01575
C 20.17855 7.09134 14.07849
C 21.31950 7.19181 13.02613
C 22.45180 9.01283 11.98296
C 23.20518 8.01580 10.96338
C 22.85458 8.56521 9.56349
H 25.85542 8.42399 12.28773
H 27.38192 9.12342 12.86913
H 25.88191 10.11492 12.64389
H 26.25670 9.58946 15.03059
H 25.81383 7.87151 14.71661
H 24.09070 10.15664 13.88889
H 24.05864 9.56199 15.48239
H 23.21437 7.44948 14.79427
H 24.02590 7.54908 13.28194
H 20.42859 9.54900 13.42304
H 21.70629 10.09736 14.56303
H 19.51341 8.68907 15.39442
H 20.91585 7.94660 15.96802
H 19.19622 7.15449 13.62074
H 20.29070 6.08455 14.56837
H 20.96330 7.22881 11.95787
H 21.99073 6.30158 13.00858
H 23.14351 9.86047 12.08112
H 21.50918 9.32399 11.52368
H 22.96076 6.88796 11.09601
H 24.26275 8.08824 11.26267
H 23.57072 8.23535 8.84279
H 22.91759 9.62965 9.66153
H 21.86628 8.26446 9.28719
C 18.04057 12.38638 7.44918
C 19.12363 13.03987 8.24074
O 19.50332 14.17308 8.37166
N 19.96949 12.00878 8.97939
H 19.41826 11.61068 9.84181
H 20.19591 11.21623 8.37107
C 21.22496 12.57663 9.59230
H 18.39891 11.62962 6.76211
H 17.37248 13.17306 6.94644
H 17.32994 11.95269 8.16917
H 21.99008 11.77263 9.57577
H 21.07367 12.93878 10.64189
H 21.62735 13.37800 9.03584
C 21.71341 17.16315 14.73556
C 20.59614 16.46667 15.47817
O 20.23830 16.75311 16.54381
N 20.10998 15.11625 14.85375
H 19.29808 15.33537 14.27784
H 20.82274 14.87514 14.14522
C 19.75884 13.93747 15.73474
H 22.62544 17.05312 15.35108
H 21.49656 18.22326 14.83714
H 21.93961 16.67693 13.80540
H 19.65734 13.04403 15.10723
H 18.79375 14.21699 16.17960
H 20.54808 13.82054 16.39050
B 22.73290 12.76662 13.98144
F 24.08556 12.76717 13.73781
F 22.49407 12.18015 15.18987
F 22.29868 14.12843 13.86344
F 22.05338 12.01732 13.02443
B 17.33571 16.84123 13.94887
F 16.66164 16.03473 14.76898
F 18.32586 17.62512 14.50793
F 18.20062 15.90836 13.11212
F 16.35795 17.47118 13.15400
B 20.05982 9.50549 6.44132
F 20.32089 9.48894 7.85916
F 20.82820 8.67448 5.66110
F 18.64806 9.38640 6.45482
F 20.47199 10.83336 6.13029
B 18.50780 12.10165 12.46058
F 19.24827 11.13212 13.21730
F 17.12718 11.92996 12.72583
F 19.07264 13.29417 12.68041
F 18.55503 11.80606 11.07578
*
```

no.,DFT total energy (eV)
1,-108477.858
2,-79936.701
3,-85118.021